[1]
94
Properties=species:S:1:pos:R:3:forces:R:3 method="wB97M-V/def2-TZVPD" mol_weight_g_mol=675.65 homo_lumo_gap_ha="0.282 / 0.279" s2=2.01 multiplicity=3 homo_ev="-8.03 / -8.03" lumo_ev="-0.35 / -0.43" total_charge=0
C -1.6661 -2.7273 -6.7288 -0.4 -0.7 -1.2
C -0.1578 -2.5884 -7.3470 -1.3 0.1 -0.8
C 1.0649 -2.7645 -6.2519 1.3 1.5 -2.2
C 1.5968 -1.2720 -5.8864 0.7 0.3 -1.1
P 0.6853 -3.9346 -4.7974 -1.6 -0.4 -1.3
I 0.7061 -5.7484 -6.5120 -0.9 -0.8 -2.7
C 1.8895 -5.0187 -3.8122 2.3 -2.9 0.2
C 3.5066 -4.7164 -4.1216 -0.5 0.3 -0.3
F 1.7203 -6.4243 -4.3597 0.9 2.1 3.1
N 0.4693 -2.6942 -3.6079 0.5 1.4 3.2
C -0.9311 -2.5298 -3.0656 -3.6 5.6 -0.1
C -1.7529 -3.5856 -2.1184 -0.9 0.3 -0.4
O -1.5700 -1.3624 -3.3489 4.3 -7.4 1.6
C 1.5492 -2.4378 -2.6259 -0.8 -1.7 6.5
C 2.9169 -1.5480 -2.7824 0.2 1.1 0.3
O 1.3577 -2.9432 -1.3722 0.9 2.9 -7.2
H -1.9229 -1.9916 -5.8564 0.7 -1.5 -1.6
H -1.8461 -3.8738 -6.4509 0.3 2.6 -0.3
H -2.4230 -2.5210 -7.6290 1.6 -0.3 2.0
H -0.1163 -1.5156 -7.8701 0.3 -2.2 1.5
H -0.0858 -3.3571 -8.2577 0.0 1.5 2.3
H 1.9470 -3.2901 -6.8638 -1.9 1.1 1.5
H 0.9244 -0.6352 -5.1757 1.3 -1.5 -1.1
H 1.6427 -0.6631 -6.9134 -0.1 -1.4 2.2
H 2.7218 -1.3691 -5.5476 -2.4 0.4 -0.3
H -0.7353 -4.2844 -4.6227 1.4 0.3 -0.1
H 1.6594 -5.1710 -2.6740 0.3 0.7 -2.3
H 3.5530 -3.7021 -4.7184 0.2 -1.9 1.4
H 4.1186 -4.6919 -3.1074 -1.3 0.1 -2.3
H 3.9494 -5.5424 -4.8542 -1.3 1.7 1.8
H -1.7822 -3.1883 -0.9931 0.5 -0.9 -2.6
H -2.8885 -3.5373 -2.4785 2.6 0.0 0.6
H -1.4164 -4.7028 -2.2053 -0.3 2.3 0.3
H 3.8631 -2.1374 -3.1344 -2.1 0.8 0.6
H 2.8084 -0.5936 -3.4698 -0.1 -2.2 1.3
H 3.1874 -1.1185 -1.7017 -0.9 -1.2 -2.3
C 1.6913 2.3612 2.1161 -0.4 -0.1 0.1
C 2.4288 2.7643 0.8055 0.7 -0.2 2.0
C 2.5327 4.3102 0.6360 0.0 0.0 -0.4
C 1.2911 4.9971 0.0890 -0.1 0.1 0.1
C 0.7806 4.2870 -1.1591 0.4 0.0 0.1
C 0.5371 2.7776 -0.9088 -2.0 0.0 -0.4
N 1.7526 2.0841 -0.3475 3.3 1.5 -3.6
O 2.6926 1.9696 -1.3872 -2.6 -0.3 2.7
C -0.6891 2.6415 0.0388 0.1 0.0 0.3
C 0.0401 2.1116 -2.2310 0.7 -0.1 0.1
C 3.9006 2.2767 1.0713 -0.2 0.0 -1.0
H 0.6923 1.9580 1.9631 0.0 0.2 -0.1
H 2.2134 1.5511 2.6417 0.1 0.3 -0.2
H 1.6059 3.2053 2.8104 0.0 -0.1 -0.1
H 3.3539 4.5421 -0.0550 0.0 -0.3 0.0
H 2.8066 4.7776 1.5901 0.0 -0.4 0.0
H 0.5157 5.0422 0.8595 0.0 0.0 -0.1
H 1.5305 6.0382 -0.1601 0.0 -0.1 0.1
H -0.1447 4.7730 -1.4944 0.0 -0.4 0.0
H 1.5049 4.4278 -1.9723 0.0 -0.2 0.1
H -0.8909 1.5925 0.2796 0.1 0.1 0.0
H -1.5941 3.0454 -0.4334 0.3 -0.1 -0.2
H -0.5844 3.1963 0.9720 0.1 -0.1 0.0
H 0.7439 2.2338 -3.0607 0.1 -0.1 0.3
H -0.9064 2.5552 -2.5632 0.2 0.0 0.4
H -0.1370 1.0386 -2.0855 0.1 0.2 0.0
H 3.9614 1.1838 1.1222 -0.1 0.2 -0.1
H 4.2669 2.6725 2.0269 -0.4 0.0 -0.1
H 4.6037 2.6229 0.3041 -0.3 -0.1 0.0
C -2.2157 -1.3051 6.4101 -0.4 -0.2 0.0
C -1.4008 -0.1093 5.8356 0.6 -1.6 1.1
C -1.2038 1.0297 6.8811 0.0 0.3 -0.2
C -2.3804 1.9782 7.0507 -0.1 0.0 0.1
C -2.8751 2.4798 5.6992 0.3 -0.1 0.0
C -3.2129 1.3140 4.7363 -1.9 0.4 -0.3
N -2.0633 0.3523 4.5717 3.5 3.4 -1.3
O -1.0870 0.9901 3.7856 -2.7 -2.0 1.7
C -4.4846 0.5999 5.2772 0.1 -0.2 0.2
C -3.6884 1.8992 3.3687 0.7 -0.2 -0.1
C 0.0286 -0.7318 5.6265 -0.2 0.7 -0.7
H -3.2281 -1.3872 6.0196 0.0 0.2 0.1
H -1.7628 -2.2689 6.1435 0.1 0.3 0.1
H -2.2840 -1.2624 7.5034 0.1 0.0 -0.2
H -0.3418 1.6430 6.5871 0.0 -0.2 -0.2
H -0.9459 0.6046 7.8592 0.0 -0.2 -0.3
H -3.1847 1.4848 7.6043 0.0 0.0 -0.1
H -2.0728 2.8345 7.6632 0.0 -0.2 0.0
H -3.7566 3.1153 5.8539 0.0 -0.3 -0.2
H -2.1096 3.1312 5.2573 0.0 -0.2 -0.1
H -4.7548 -0.2581 4.6526 0.1 0.1 0.1
H -5.3444 1.2824 5.2795 0.4 0.0 -0.2
H -4.3897 0.2597 6.3091 0.1 0.0 -0.1
H -2.9436 2.5521 2.9022 0.0 -0.3 0.1
H -4.5935 2.5059 3.4940 0.2 -0.2 0.3
H -3.9311 1.0951 2.6628 0.1 0.1 0.2
H 0.0262 -1.4947 4.8399 -0.1 0.2 0.1
H 0.3747 -1.2116 6.5507 -0.4 0.1 -0.1
H 0.7825 0.0222 5.3692 -0.3 -0.1 -0.1

[2]
20
Properties=species:S:1:pos:R:3:forces:R:3 method="wB97M-V/def2-TZVPD" mol_weight_g_mol=105.16 homo_lumo_gap_ha=0.403 homo_ev=-14.06 lumo_ev=-3.10 total_charge=+1
C 2.0269 1.1483 1.1433 -1.2 0.8 -0.3
C 0.6778 0.8606 1.8009 -0.1 -0.6 -0.5
C -0.3306 0.1659 0.9314 -0.3 0.4 -0.2
C -0.2121 0.0212 -0.3822 0.1 -0.6 -0.1
N -1.4161 -0.4136 -1.1270 0.3 -0.7 1.1
N -1.5807 -0.2445 1.5180 0.4 0.7 0.9
H 1.8496 1.7563 0.2472 0.0 -0.3 -0.1
H 2.5542 1.8561 1.7688 0.7 -0.5 0.3
H 2.5227 0.2307 0.8596 0.6 0.0 0.2
H 0.7326 0.2290 2.6811 0.4 0.1 0.5
H 0.2317 1.8109 2.1034 -0.2 0.0 0.1
H 0.7017 -0.0296 -0.9433 0.0 0.7 -0.2
H -1.2644 -1.3243 -1.5612 0.1 0.3 -0.6
H -1.7394 0.2987 -1.7773 0.0 -0.2 -0.2
H -2.1029 -0.5789 -0.3720 -0.3 0.4 0.0
H -1.3992 -1.0495 2.1193 0.0 -0.3 -0.4
H -1.7849 0.4588 2.2360 -0.5 0.0 -0.3
H 1.4450 -1.6474 -2.6555 0.0 0.1 -0.1
H 0.5268 -1.4506 -3.8592 0.2 0.2 0.1
O 0.7577 -1.0638 -3.0018 -0.2 -0.4 -0.1